The following is a quantum chemistry calculation of a 2-piece molecular cluster, C2H12N4 overall at a distorted geometry, from the OMol25 dataset.

Each atom is followed by the atoms it is bonded to, with distances in Å.
Geometry (Å):
1 N -0.6213 1.2423 -2.8043  C2 1.435, H4 1.038, H5 1.035
2 C -1.1978 0.9802 -1.5171  N1 1.435, N3 1.502, H6 1.142, H7 1.086
3 N -1.1129 -0.4805 -1.1772  C2 1.502, H8 1.016, H9 1.018
4 H 0.1425 0.5710 -3.0137  N1 1.038
5 H -1.3084 0.9976 -3.5383  N1 1.035
6 H -0.5786 1.6303 -0.8110  C2 1.142
7 H -2.2362 1.2270 -1.3184  C2 1.086
8 H -0.2619 -0.9066 -1.5334  N3 1.016
9 H -1.0964 -0.5939 -0.1659  N3 1.018
10 N 0.1125 -0.0271 2.6196  C11 1.556, H13 0.969, H14 1.000
11 C 1.3689 -0.8535 2.2189  N10 1.556, N12 1.477, H15 1.149, H16 1.155
12 N 1.3365 -0.8501 0.7420  C11 1.477, H17 1.019, H18 0.953
13 H 0.3892 0.8878 2.4625  N10 0.969
14 H -0.7747 -0.1833 2.1847  N10 1.000
15 H 2.2485 -0.3649 2.7729  C11 1.149
16 H 1.5245 -1.9219 2.6304  C11 1.155
17 H 0.9787 -0.0027 0.3035  N12 1.019
18 H 1.9431 -1.2932 0.1551  N12 0.953

SMILES string	NCN.NCN
largest force on an atom	3.9	eV/Å
energy above the lowest of the compared OMol25 structures with the same formula, charge and spin	131.9	kJ/mol
2S+1	1
E_LUMO	0.96	eV



The following is a quantum chemistry calculation of a 2-piece molecular cluster, C2H12N4 overall at a distorted geometry, from the OMol25 dataset.

Each atom is followed by the atoms it is bonded to, with distances in Å.
Geometry (Å):
1 N -1.9989 -2.0500 -1.1039  C2 1.433, H4 1.000, H5 0.998
2 C -2.8351 -1.1976 -0.3123  N1 1.433, N3 1.510, H6 1.086, H7 1.091
3 N -3.1308 0.2475 -0.6347  C2 1.510, H8 1.005, H9 1.014
4 H -1.0386 -2.0051 -0.8268  N1 1.000
5 H -2.2615 -2.2090 -2.0531  N1 0.998
6 H -2.3980 -1.2023 0.6815  C2 1.086
7 H -3.8275 -1.6451 -0.2370  C2 1.091
8 H -3.0307 0.6833 0.2649  N3 1.005
9 H -2.5323 0.7530 -1.2777  N3 1.014
10 N 3.0574 0.2341 1.6599  C11 1.463, H13 1.014, H14 1.002
11 C 2.9595 1.2171 0.5804  N10 1.463, N12 1.444, H15 1.100, H16 1.091
12 N 1.6707 1.2130 -0.0705  C11 1.444, H17 1.010, H18 1.010
13 H 2.1291 0.2718 2.0661  N10 1.014
14 H 3.3252 -0.7138 1.4776  N10 1.002
15 H 3.8098 1.1277 -0.1119  C11 1.100
16 H 3.1996 2.1948 1.0021  C11 1.091
17 H 1.7272 0.9877 -1.0530  N12 1.010
18 H 1.1748 2.0928 -0.0515  N12 1.010

SMILES string	NCN.NCN
largest force on an atom	1.4	eV/Å
energy above the lowest of the compared OMol25 structures with the same formula, charge and spin	72.5	kJ/mol
2S+1	1
E_LUMO	0.83	eV



The following is a quantum chemistry calculation of a 4-piece molecular cluster, C2H12NO3 overall at a distorted geometry, from the OMol25 dataset.

Each atom is followed by the atoms it is bonded to, with distances in Å.
Geometry (Å):
1 C -1.4046 0.1508 -0.9333  C2 1.324, N3 1.504, H4 1.079
2 C -1.1330 0.5196 -2.1755  C1 1.324, H5 1.080, H6 1.081
3 N -0.8500 0.9611 0.2064  C1 1.504, H7 1.009, H8 1.034, H9 1.058
4 H -2.1824 -0.5155 -0.5936  C1 1.079
5 H -1.8422 0.2468 -2.9428  C2 1.080
6 H -0.2402 1.0967 -2.3729  C2 1.081
7 H -0.8602 1.9128 -0.1279  N3 1.009
8 H -0.0200 0.4809 0.5922  N3 1.034
9 H -1.5339 0.8505 1.0055  N3 1.058
10 H 2.3651 0.0893 1.5317  O12 0.965
11 H 2.0476 -0.5079 0.2085  O12 0.977
12 O 1.5994 -0.1980 1.0195  H10 0.965, H11 0.977
13 H 3.8571 -2.2373 -0.8451  O15 0.965
14 H 3.5832 -0.9529 -1.6284  O15 0.963
15 O 3.3574 -1.4125 -0.8128  H13 0.965, H14 0.963
16 H -2.9629 0.1715 2.6230  O18 0.966
17 H -1.7350 -0.6948 2.8947  O18 0.965
18 O -2.0453 0.0390 2.3509  H16 0.966, H17 0.965

largest force on an atom	2.5	eV/Å
energy above the lowest of the compared OMol25 structures with the same formula, charge and spin	94.9	kJ/mol
2S+1	1
E_LUMO	-2.90	eV
total charge	+1



The following is a quantum chemistry calculation of a 4-piece molecular cluster, C2H12NO3S overall at a distorted geometry, from the OMol25 dataset.

Each atom is followed by the atoms it is bonded to, with distances in Å.
Geometry (Å):
1 C 0.2790 1.3407 -0.3707  C2 1.523, N4 1.472, H5 1.085, H6 1.097
2 C -0.8936 0.7262 -1.1234  C1 1.523, S3 1.850, H7 1.081, H8 1.104
3 S -1.6931 -0.7049 -0.2656  C2 1.850
4 N 1.6094 1.1179 -0.9600  C1 1.472, H9 1.021, H10 1.013
5 H 0.3269 0.9694 0.6480  C1 1.085
6 H 0.1795 2.4326 -0.3374  C1 1.097
7 H -0.7046 0.4693 -2.1559  C2 1.081
8 H -1.7010 1.4739 -1.2092  C2 1.104
9 H 1.6063 1.4285 -1.9324  N4 1.021
10 H 1.8302 0.1297 -0.9896  N4 1.013
11 H 0.1096 -1.4618 -2.7267  O13 0.963
12 H 0.3702 -2.1102 -1.4176  O13 0.972
13 O 0.4573 -2.2859 -2.3692  H11 0.963, H12 0.972
14 H -1.6389 -1.3506 2.7861  O16 0.966
15 H -2.0874 -0.2096 1.9611  O16 0.987
16 O -1.8299 -0.4100 2.8923  H14 0.966, H15 0.987
17 H 0.4703 -0.4505 2.5935  O19 0.970
18 H 1.9255 -0.5023 2.0953  O19 0.960
19 O 1.3841 -0.6024 2.8814  H17 0.970, H18 0.960

largest force on an atom	2.0	eV/Å
energy above the lowest of the compared OMol25 structures with the same formula, charge and spin	37.9	kJ/mol
2S+1	1
E_LUMO	3.83	eV
total charge	-1



The following is a quantum chemistry calculation of a 4-piece molecular cluster, C2H12O3S2 overall, from the OMol25 dataset.

Each atom is followed by the atoms it is bonded to, with distances in Å.
Geometry (Å):
1 C 2.2924 0.3742 1.4583  C2 1.530, H5 1.084, H6 1.094, H7 1.091
2 C 0.9466 -0.3508 1.3853  C1 1.530, S3 1.843, H8 1.084, H9 1.078
3 S -0.1539 0.4173 2.6479  C2 1.843, S4 2.077
4 S -1.9978 -0.4178 2.1838  S3 2.077, H10 1.341
5 H 2.1582 1.4407 1.3184  C1 1.084
6 H 2.7206 0.2331 2.4546  C1 1.094
7 H 2.9608 0.0061 0.6787  C1 1.091
8 H 0.4550 -0.2493 0.4242  C2 1.084
9 H 1.0570 -1.3793 1.6871  C2 1.078
10 H -1.9274 -1.4650 3.0186  S4 1.341
11 O -1.4392 -0.0326 -1.2943  H12 0.967, H13 0.969
12 H -1.8758 0.3371 -0.5148  O11 0.967
13 H -1.5645 -0.9786 -1.1274  O11 0.969
14 O -0.3491 3.5189 1.0286  H15 0.965, H16 0.969
15 H -0.2249 3.9698 1.8729  O14 0.965
16 H -0.4404 2.5831 1.2631  O14 0.969
17 O -0.5204 -2.8283 -6.2497  H18 0.964, H19 0.970
18 H -1.0793 -3.0174 -5.4870  O17 0.964
19 H -1.0181 -2.1611 -6.7485  O17 0.970

SMILES string	CCSS.O.O.O
largest force on an atom	0.8	eV/Å
energy above the lowest of the compared OMol25 structures with the same formula, charge and spin	55.1	kJ/mol
2S+1	1
E_LUMO	0.18	eV



The following is a quantum chemistry calculation of a 4-piece molecular cluster, C2H12O3S2 overall at a distorted geometry, from the OMol25 dataset.

Each atom is followed by the atoms it is bonded to, with distances in Å.
Geometry (Å):
1 C -0.5212 0.7346 2.9641  C2 1.536, H5 1.095, H6 1.094, H7 1.084
2 C -0.6401 0.1128 1.5648  C1 1.536, S3 1.787, H8 1.094, H9 1.093
3 S -2.0044 0.8076 0.6434  C2 1.787, S4 2.167
4 S -1.9034 -0.4620 -1.1097  S3 2.167, H10 1.363
5 H 0.1665 1.5835 3.0328  C1 1.095
6 H -1.4454 1.2500 3.2433  C1 1.094
7 H -0.1639 -0.0332 3.6414  C1 1.084
8 H 0.3193 0.1225 1.0383  C2 1.094
9 H -0.8163 -0.9572 1.7035  C2 1.093
10 H -3.0025 0.1841 -1.5904  S4 1.363
11 O 1.7619 -1.2539 -1.5211  H12 0.961, H13 0.970
12 H 2.4043 -1.9581 -1.6470  O11 0.961
13 H 1.2469 -1.5271 -0.7462  O11 0.970
14 O -0.1308 3.2341 -0.5720  H15 0.976, H16 0.957
15 H -0.5686 4.1059 -0.5963  O14 0.976
16 H -0.8452 2.6488 -0.3224  O14 0.957
17 O 5.8092 -3.2615 -0.9130  H18 0.968, H19 0.953
18 H 5.8119 -2.5702 -0.2354  O17 0.968
19 H 6.0792 -2.8478 -1.7279  O17 0.953

SMILES string	CCSS.O.O.O
largest force on an atom	1.4	eV/Å
energy above the lowest of the compared OMol25 structures with the same formula, charge and spin	112.8	kJ/mol
2S+1	1
E_LUMO	0.11	eV



The following is a quantum chemistry calculation of a 4-piece molecular cluster, C2H12O3S2 overall at a distorted geometry, from the OMol25 dataset.

Each atom is followed by the atoms it is bonded to, with distances in Å.
Geometry (Å):
1 C -0.2132 0.4568 2.4062  C2 1.474, H5 1.111, H6 1.103, H7 1.104
2 C -0.1513 -0.9877 2.6907  C1 1.474, S3 1.864, H8 1.118, H9 1.161
3 S 1.3907 -1.8210 2.0566  C2 1.864, S4 2.039
4 S 1.0257 -1.3331 0.1112  S3 2.039, H10 1.387
5 H -0.3222 0.5157 1.3021  C1 1.111
6 H 0.6569 1.0504 2.7342  C1 1.103
7 H -1.0777 1.0385 2.7712  C1 1.104
8 H -1.0716 -1.4872 2.2978  C2 1.118
9 H -0.2243 -1.3248 3.7994  C2 1.161
10 H -0.3415 -1.0983 0.1230  S4 1.387
11 H 0.0601 1.8662 -2.0382  O13 0.935
12 H -0.4794 0.5987 -2.5436  O13 0.960
13 O -0.7066 1.5272 -2.4516  H11 0.935, H12 0.960
14 H 2.4487 2.5165 -1.7308  O16 1.020
15 H 2.3204 1.6764 -0.5396  O16 0.967
16 O 2.1967 2.6128 -0.7474  H14 1.020, H15 0.967
17 H -1.5978 -2.5936 -3.6548  O19 0.938
18 H -2.4279 -1.4420 -3.3702  O19 1.010
19 O -1.4857 -1.7715 -3.2163  H17 0.938, H18 1.010

largest force on an atom	4.1	eV/Å
energy above the lowest of the compared OMol25 structures with the same formula, charge and spin	155.4	kJ/mol
2S+1	2
E_LUMO (spin up / spin down)	-5.10 / -8.32	eV
total charge	+1



The following is a quantum chemistry calculation of a 4-piece molecular cluster, C2H12O4 overall at a distorted geometry, from the OMol25 dataset.

Each atom is followed by the atoms it is bonded to, with distances in Å.
Geometry (Å):
1 C -0.4659 0.9204 -2.1138  C2 1.511, H4 1.087, H5 1.092, H6 1.092
2 C -0.9663 1.3738 -0.7624  C1 1.511, O3 1.460, H7 1.088, H8 1.091
3 O -2.4048 1.1247 -0.7948  C2 1.460, H9 0.963
4 H -0.7750 -0.1031 -2.3109  C1 1.087
5 H -0.8772 1.5634 -2.8947  C1 1.092
6 H 0.6176 1.0341 -2.1874  C1 1.092
7 H -0.7793 2.4225 -0.5405  C2 1.088
8 H -0.6168 0.7250 0.0420  C2 1.091
9 H -2.7618 1.1752 0.0986  O3 0.963
10 O 3.6301 0.0538 0.5516  H11 0.962, H12 0.962
11 H 3.4980 0.5515 -0.2612  O10 0.962
12 H 2.8412 -0.4914 0.6275  O10 0.962
13 O -1.2701 -1.5719 0.5093  H14 0.965, H15 0.968
14 H -1.9356 -1.7884 1.1741  O13 0.965
15 H -1.7384 -1.1066 -0.1989  O13 0.968
16 O 1.1852 -1.4041 2.1755  H17 0.961, H18 0.961
17 H 1.0000 -1.7527 1.2995  O16 0.961
18 H 0.6077 -1.8264 2.8166  O16 0.961

SMILES string	CCO.O.O.O
largest force on an atom	1.6	eV/Å
energy above the lowest of the compared OMol25 structures with the same formula, charge and spin	76.2	kJ/mol
2S+1	1
E_LUMO	0.37	eV



The following is a quantum chemistry calculation of a 2-piece molecular cluster, C2H12OSi3 overall at a distorted geometry, from the OMol25 dataset.

Each atom is followed by the atoms it is bonded to, with distances in Å.
Geometry (Å):
1 C 0.4930 -0.5857 -0.6258  Si6 1.918, H7 1.033, H8 1.183, H9 1.095
2 C -0.0287 2.5574 -0.7729  Si6 1.937, H10 1.108, H11 1.169, H12 1.144
3 O -1.8563 0.5397 0.3476  Si4 1.577, Si6 1.603
4 Si -3.0099 0.2393 1.3803  O3 1.577, H13 1.432, H14 1.479, H15 1.457
5 Si 2.9819 -2.4451 0.0700  H16 1.541, H17 1.386, H18 1.452
6 Si -0.8224 0.7925 -0.8510  C1 1.918, C2 1.937, O3 1.603
7 H 1.4601 -0.3661 -0.9162  C1 1.033
8 H 0.5929 -0.8281 0.5282  C1 1.183
9 H 0.2316 -1.4643 -1.2241  C1 1.095
10 H -0.7684 3.2270 -1.2555  C2 1.108
11 H -0.0959 3.0968 0.2626  C2 1.169
12 H 1.0400 2.4803 -1.1733  C2 1.144
13 H -4.0266 -0.4246 0.6206  Si4 1.432
14 H -3.7155 1.5309 1.5227  Si4 1.479
15 H -2.2250 -0.4550 2.3926  Si4 1.457
16 H 4.1476 -2.4342 1.0780  Si5 1.541
17 H 2.5697 -3.7408 -0.1973  Si5 1.386
18 H 3.0319 -1.7201 -1.1866  Si5 1.452

largest force on an atom	3.0	eV/Å
2S+1	3
E_LUMO (spin up / spin down)	0.79 / -0.84	eV



The following is a quantum chemistry calculation of a 4-piece molecular cluster, C2H13NO3 overall at a distorted geometry, from the OMol25 dataset.

Each atom is followed by the atoms it is bonded to, with distances in Å.
Geometry (Å):
1 C 0.7151 1.8964 1.8727  C2 1.547, H4 1.096, H5 1.096, H6 1.081
2 C 0.1405 0.4722 1.6853  C1 1.547, N3 1.497, H7 1.087, H8 1.087
3 N -0.3692 0.4293 0.2780  C2 1.497, H9 1.017, H10 1.016
4 H 0.1518 2.4950 2.5979  C1 1.096
5 H 1.6858 1.8933 2.3825  C1 1.096
6 H 0.8522 2.3290 0.8911  C1 1.081
7 H 0.9882 -0.2024 1.7732  C2 1.087
8 H -0.6045 0.3312 2.4649  C2 1.087
9 H -0.7123 -0.4510 -0.0979  N3 1.017
10 H -1.0706 1.1631 0.3144  N3 1.016
11 O -1.3779 -2.3263 0.0726  H12 0.956, H13 0.980
12 H -2.3148 -2.5067 0.0109  O11 0.956
13 H -1.0481 -2.4443 -0.8422  O11 0.980
14 O 1.1331 0.6013 -2.2792  H15 0.975, H16 0.942
15 H 0.9657 0.8963 -1.3650  O14 0.975
16 H 1.9129 0.0730 -2.2649  O14 0.942
17 O -0.1943 -1.8779 -2.4440  H18 0.944, H19 0.953
18 H -0.6465 -1.6147 -3.2297  O17 0.944
19 H -0.2070 -1.1569 -1.8207  O17 0.953

SMILES string	CCN.O.O.O
largest force on an atom	1.7	eV/Å
energy above the lowest of the compared OMol25 structures with the same formula, charge and spin	104.4	kJ/mol
2S+1	1
E_LUMO	0.82	eV



The following is a quantum chemistry calculation of a 4-piece molecular cluster, C2H13NO4 overall at a distorted geometry, from the OMol25 dataset.

Each atom is followed by the atoms it is bonded to, with distances in Å.
Geometry (Å):
1 C -0.7302 -2.4602 -3.1253  N2 1.473, H5 1.093, H6 1.087, H7 1.131
2 N -0.4851 -2.4363 -1.6733  C1 1.473, C3 1.404, H8 1.007
3 C -0.4953 -1.1786 -1.0490  N2 1.404, O4 1.471, H9 1.097, H10 1.121
4 O -1.8335 -0.6085 -1.2707  C3 1.471, H11 0.962
5 H -0.0322 -1.7606 -3.5910  C1 1.093
6 H -0.6802 -3.4919 -3.4647  C1 1.087
7 H -1.7669 -2.1281 -3.4334  C1 1.131
8 H -1.1495 -3.0962 -1.3030  N2 1.007
9 H 0.1671 -0.3924 -1.4315  C3 1.097
10 H -0.2607 -1.2097 0.0464  C3 1.121
11 H -2.0856 -0.1299 -0.4757  O4 0.962
12 O -0.0960 0.4715 2.1999  H13 0.963, H14 0.957
13 H -0.1365 1.3101 1.7291  O12 0.963
14 H 0.5752 0.4345 2.8811  O12 0.957
15 O -0.1940 2.7260 0.0642  H16 0.964, H17 0.975
16 H -0.2808 3.6128 0.4324  O15 0.964
17 H -1.1033 2.4697 -0.1784  O15 0.975
18 O 3.4004 2.2961 3.8716  H19 0.962, H20 0.962
19 H 4.2768 2.5397 3.5584  O18 0.962
20 H 3.1221 1.6600 3.2055  O18 0.962

SMILES string	CNCO.O.O.O
largest force on an atom	1.8	eV/Å
energy above the lowest of the compared OMol25 structures with the same formula, charge and spin	130.2	kJ/mol
2S+1	1
E_LUMO	0.31	eV



The following is a quantum chemistry calculation of a 4-piece molecular cluster, C2H13NO4 overall at a distorted geometry, from the OMol25 dataset.

Each atom is followed by the atoms it is bonded to, with distances in Å.
Geometry (Å):
1 N -1.4006 -1.5910 0.1204  C2 1.585, H5 1.060, H6 1.030
2 C -0.9058 -1.0733 1.5347  N1 1.585, C3 1.571, H7 1.165, H8 1.039
3 C 0.0206 0.1952 1.5269  C2 1.571, O4 1.474, H9 1.143, H10 1.128
4 O 0.2905 0.6956 2.8869  C3 1.474, H11 0.959
5 H -2.1097 -0.9200 -0.2928  N1 1.060
6 H -2.0045 -2.3766 0.4013  N1 1.030
7 H -1.7385 -0.5644 2.1709  C2 1.165
8 H -0.4378 -1.9108 1.9348  C2 1.039
9 H 0.9126 -0.0769 0.8660  C3 1.143
10 H -0.3548 0.9588 0.7871  C3 1.128
11 H -0.6279 0.9284 3.0361  O4 0.959
12 O 1.2546 2.7725 0.2918  H13 1.015, H14 1.014
13 H 0.6296 2.5259 1.0529  O12 1.015
14 H 2.1276 2.9988 0.7546  O12 1.014
15 O 0.5979 1.9532 -3.8220  H16 0.968, H17 0.913
16 H 1.4889 1.6147 -3.6524  O15 0.968
17 H 0.4515 2.0940 -4.7120  O15 0.913
18 O 0.9869 -2.9114 -1.6697  H19 0.927, H20 0.969
19 H 0.4467 -2.4837 -2.2896  O18 0.927
20 H 0.3721 -2.8294 -0.9259  O18 0.969

SMILES string	NCCO.O.O.O
largest force on an atom	4.6	eV/Å
energy above the lowest of the compared OMol25 structures with the same formula, charge and spin	236.9	kJ/mol
2S+1	1
E_LUMO	0.59	eV